Record 1
Molecular formula: C6H6N2O3S
Method: DFT, ωB97M-V with the def2-TZVPD basis set

Calculated values
ΔE to the lowest compared entry with this formula, charge and spin, kcal per mole: 130.48
Total charge: 0
Largest force on an atom, hartree/bohr: 0.07813
E_tot, hartree: -965.4654
HOMO-LUMO gap, eV: 9.326

XYZ file:
```
18
Properties=species:S:1:pos:R:3:forces:R:3
C 0.231505 1.766893 0.112131 -0.192 1.388 -1.419
O -1.771598 -2.787773 2.504504 0.440 -0.397 -0.518
O -1.712603 -0.461872 -2.057380 -1.238 -1.402 -1.134
H 0.544014 2.829673 0.370854 -0.915 -1.364 -0.914
H -1.075907 1.870562 -1.702487 0.047 1.742 -0.617
O -2.802092 -1.262711 1.405412 -0.010 -0.056 -0.236
N -0.029159 -3.498050 0.281605 2.918 -1.069 0.762
H -0.060736 -4.490250 0.100536 -0.549 0.164 -0.192
C -0.903290 -0.007040 -1.144878 2.006 0.804 2.112
C -0.509658 1.320783 -1.003280 -0.444 -0.142 0.733
S -1.083365 -2.570707 -0.162872 -1.855 0.716 -1.077
C -0.402491 -0.899614 -0.226227 0.348 -2.222 1.453
H 1.284353 1.118866 1.843836 -0.339 -0.257 -0.893
C 0.450052 -0.534426 0.800078 -1.407 2.893 -2.407
N -1.996022 -2.168204 1.498995 -0.927 1.087 0.726
C 0.707323 0.806976 0.942581 1.408 0.313 2.176
H -1.943437 0.182575 -2.706117 -0.273 0.830 -0.663
H 0.924299 -1.053793 1.513562 0.984 -3.027 2.107
```
Positions in Å, forces in eV/Å.

Record 2
Molecular formula: C6H6N2OS
Method: DFT, ωB97M-V with the def2-TZVPD basis set

Calculated values
ΔE to the lowest compared entry with this formula, charge and spin, kcal per mole: 34.76
Total charge: 0
Structure (SMILES): Cc1c(=O)[nH]n2ccsc12
Largest force on an atom, hartree/bohr: 0.10378
E_tot, hartree: -815.1001
HOMO-LUMO gap, eV: 7.990

XYZ file:
```
16
Properties=species:S:1:pos:R:3:forces:R:3
C -1.757784 -0.109146 -0.314574 -0.235 0.569 0.103
N -1.303583 1.223585 -0.680950 0.995 -2.704 0.391
H -1.248212 -2.724302 0.201649 0.698 -0.426 -0.056
H -0.307178 -2.360455 1.637963 0.272 -0.321 -0.580
C -0.676360 -0.759171 0.328289 4.903 1.394 -1.577
C 0.950640 2.291403 -0.534755 -0.827 0.417 -1.044
H 2.987992 2.568826 -0.022791 -0.366 -1.233 -0.103
S 2.082264 0.248169 0.522816 1.418 -0.359 0.125
H 0.572754 -2.534946 0.082425 0.296 -0.124 -0.402
C 0.472835 0.092366 0.087024 -3.936 0.579 0.333
C -0.337506 -2.198207 0.538059 -2.760 0.031 1.749
H 0.481844 3.165422 -1.026802 1.384 -0.062 0.597
H -1.915636 1.965229 -0.860579 -0.415 1.321 -0.295
N 0.061692 1.291160 -0.469753 -1.946 -1.944 0.711
O -2.884897 -0.507285 -0.521139 -0.509 0.238 -0.207
C 2.153020 1.844891 -0.124519 1.027 2.625 0.256
```
Positions in Å, forces in eV/Å.

> The lowest ΔE to the lowest compared entry with this formula, charge and spin belongs to which entry?

C6H6N2OS

> Number 1 is which compound?

C6H6N2O3S

> The lowest E_tot belongs to which entry?

C6H6N2O3S